Record 1
C34H80F9N4O16V | ωB97M-V with the def2-TZVPD basis set

Each line ends with the Mulliken spin population.
Positions of all 144 atoms, in Å:
V 2.0629 1.7832 -2.5029  3.034
C -0.1196 1.1078 -0.2416  0.061
O 0.8603 0.1807 -0.4993  -0.097
O 0.0337 1.7845 -1.5009  -0.008
C -1.4525 0.3676 0.1134  -0.013
F -2.5859 1.1488 -0.0184  0.000
F -1.7296 -0.7877 -0.3651  -0.002
F -1.4624 0.1052 1.4318  0.001
C 1.3405 -0.7541 0.4864  -0.018
C 2.5397 -1.4868 -0.1288  -0.002
H 2.9456 -2.3294 0.4311  0.000
H 2.3287 -1.9414 -1.0968  0.006
H 3.3678 -0.8304 -0.3964  0.027
H 0.5437 -1.4616 0.7160  0.001
H 1.5666 -0.3263 1.4632  0.001
H 0.1720 1.7087 0.6198  -0.017
C 2.3236 -6.2955 -0.1229  0.000
O 0.9866 -5.8994 0.0166  0.000
O 2.6071 -6.7901 1.1935  0.000
C 2.5649 -7.0126 -1.5386  0.000
F 3.8832 -7.4126 -1.5977  0.000
F 1.7343 -8.0485 -1.6707  0.000
F 2.4211 -6.1366 -2.5626  0.000
C 0.5491 -4.8349 -0.8961  0.000
C -0.8113 -4.4133 -0.4159  0.000
H -1.4408 -5.1920 0.0150  0.000
H -0.6999 -3.5506 0.2409  0.000
H -1.2951 -4.0618 -1.3272  0.000
H 0.4650 -5.0789 -1.9551  0.000
H 1.1829 -3.9905 -0.6249  0.000
H 2.8881 -5.3664 -0.2017  0.000
C 4.6584 1.8627 0.0349  -0.003
O 4.3130 3.0564 0.7875  -0.008
O 3.5071 1.6328 -0.7877  0.023
C 6.2004 1.7402 -0.5032  -0.001
F 7.0519 1.6267 0.4951  0.001
F 6.4713 0.7014 -1.3670  0.000
F 6.4539 2.8026 -1.2142  0.000
C 5.0985 3.6712 1.8081  0.000
C 4.6485 5.0392 1.7720  0.000
H 3.7925 5.3069 2.3915  0.000
H 5.4380 5.7385 2.0469  0.000
H 4.4140 5.3697 0.7601  0.000
H 6.1625 3.6118 1.5790  0.000
H 5.1291 3.3225 2.8404  0.000
H 4.6069 1.0142 0.7172  -0.001
C 2.2806 2.0804 3.4063  0.000
C 1.0046 1.3634 3.9200  0.000
O 0.8131 2.1254 5.1346  0.000
O 1.9966 3.0419 2.3943  0.000
H 2.8590 1.2733 2.9568  0.000
H 2.8922 2.4916 4.2094  0.000
H 1.3517 0.4073 4.3117  0.000
H 0.0341 1.3445 3.4242  0.000
H 1.1776 2.9880 4.9228  0.000
H 2.7671 3.1589 1.8338  0.000
C 5.8754 -3.3851 2.1194  0.000
C 5.7067 -1.9104 1.7088  0.000
O 4.7694 -1.3517 2.5953  0.000
O 4.6285 -4.0977 2.0270  0.000
H 6.1444 -3.4418 3.1741  0.000
H 6.6766 -3.7596 1.4822  0.000
H 5.2558 -1.8480 0.7184  0.000
H 6.5625 -1.2356 1.7269  0.000
H 3.9249 -1.7997 2.5075  0.000
H 4.5889 -4.9418 2.4825  0.000
C -2.5343 1.0788 -3.7962  0.002
C -2.8232 2.5370 -3.6816  0.000
O -2.2290 3.0349 -2.4849  -0.001
O -1.2263 0.8205 -4.1141  0.000
H -3.1467 0.6260 -4.5760  -0.001
H -2.8378 0.5849 -2.8731  -0.002
H -3.8629 2.8532 -3.5974  0.000
H -2.4088 3.2520 -4.3923  0.000
H -1.3506 2.6516 -2.4308  0.005
H -0.6937 1.0467 -3.3482  0.010
C 3.1807 -1.9895 -4.5964  0.003
C 3.2617 -0.6920 -3.7130  0.032
C 3.7073 0.4789 -4.5784  -0.001
O 3.8726 1.7547 -3.8312  0.001
C 5.0558 2.4146 -4.1038  0.014
N 1.8845 -0.3936 -3.3603  -0.035
H 2.6160 -1.8901 -5.5234  0.000
H 2.4016 -2.5966 -4.1354  -0.001
H 4.0614 -2.6255 -4.6860  -0.001
H 3.8527 -0.9000 -2.8210  -0.033
H 3.0720 0.5070 -5.4637  -0.016
H 4.6943 0.2663 -4.9892  0.005
H 5.4484 2.4862 -5.1181  0.003
H 5.8991 1.9658 -3.5788  0.003
H 5.0227 3.2777 -3.4389  -0.009
H 1.3159 -0.3922 -4.1950  0.023
H 1.5292 -1.2653 -2.9942  0.018
C -4.9971 -2.1891 5.9828  0.000
C -4.2965 -3.1709 5.0630  0.000
C -2.7366 -2.8906 4.9434  0.000
O -2.1869 -3.8260 4.0238  0.000
C -2.3359 -3.3794 2.6773  0.000
N -4.4627 -4.4971 5.6866  0.000
H -4.7354 -2.3212 7.0326  0.000
H -6.0500 -2.4616 6.0548  0.000
H -4.9016 -1.1648 5.6225  0.000
H -4.7490 -3.1943 4.0717  0.000
H -2.1916 -3.0619 5.8716  0.000
H -2.5362 -1.8371 4.7479  0.000
H -2.1498 -4.3584 2.2359  0.000
H -1.5500 -2.6493 2.4839  0.000
H -3.2916 -3.0099 2.3054  0.000
H -4.4454 -4.5043 6.6965  0.000
H -3.6780 -5.0773 5.4264  0.000
C -4.7253 -1.9929 -0.4055  0.000
C -5.1121 -0.9383 -1.4581  0.000
C -4.9203 -1.3290 -2.9237  0.000
O -5.2434 -0.0618 -3.5810  0.000
C -5.8663 -0.3386 -4.8021  0.000
N -6.4675 -0.6143 -1.1353  0.000
H -3.7791 -2.4530 -0.6902  0.000
H -5.5008 -2.7542 -0.4899  0.000
H -4.5698 -1.7288 0.6406  0.000
H -4.4644 -0.0648 -1.3841  0.000
H -5.4885 -2.1879 -3.2808  0.000
H -3.8638 -1.5831 -3.0090  0.000
H -6.8732 -0.7508 -4.7363  0.000
H -5.2024 -0.7978 -5.5345  0.000
H -6.0106 0.6224 -5.2958  0.000
H -6.6910 0.1250 -1.7861  0.000
H -7.0033 -1.3219 -1.6173  0.000
C -2.8567 4.2709 1.5329  0.000
C -3.9070 5.0137 0.7626  0.000
C -3.4477 6.3555 0.0782  0.000
O -3.2401 7.3453 1.0933  0.000
C -3.9483 8.5628 0.9700  0.000
N -4.3628 4.1646 -0.3037  0.000
H -2.6421 4.7602 2.4830  0.000
H -1.8641 4.2627 1.0828  0.000
H -3.1031 3.2094 1.5555  0.000
H -4.8381 5.1982 1.2984  0.000
H -4.1262 6.5941 -0.7409  0.000
H -2.5346 6.1866 -0.4926  0.000
H -5.0202 8.3935 1.0721  0.000
H -3.6358 9.0506 0.0467  0.000
H -3.7847 9.2714 1.7819  0.000
H -4.8463 3.3298 -0.0048  0.000
H -3.5547 3.7169 -0.7119  0.000

Results
Charge: -1
E_HOMO (alpha / beta), eV: -3.45 / -3.45
Lowest unoccupied orbital energy (alpha / beta), eV: 0.96 / 0.77
2S+1: 4

Record 2
C2O3 | ωB97M-V with the def2-TZVPD basis set

Each line ends with the Löwdin charge.
Positions of all 5 atoms, in Å:
C 0.4632 -0.0125 -0.3416  -0.609
C -0.8954 0.0083 0.5236  0.008
O -0.4571 1.0186 -0.2180  0.179
O 1.4874 0.0077 0.1854  0.240
O -0.4546 -1.0207 -0.2098  0.182

Results
E_HOMO, eV: -11.43
Lowest unoccupied orbital energy, eV: -0.30
Energy above the lowest of the compared OMol25 structures with the same formula, charge and spin, kJ/mol: 509.24
2S+1: 1

Record 3
C9H14O2Si | ωB97M-V with the def2-TZVPD basis set

Each line ends with the Löwdin charge.
Positions of all 26 atoms, in Å:
O 0.4802 0.5074 0.2649  0.039
C 1.6128 -0.2637 0.5685  -0.492
C 2.5865 0.4174 1.3159  0.020
C 3.8524 -0.1089 1.1821  -0.097
C 4.3531 -0.9968 0.2429  -0.057
C 3.4612 -1.4172 -0.7661  0.017
C 2.0648 -1.1601 -0.5399  -0.216
O 1.4344 -1.6725 0.6229  0.076
H -0.1616 0.3544 0.9285  0.016
H 2.5232 1.3088 1.9351  0.123
H 4.5736 0.4272 1.8629  0.122
H 5.3744 -1.1136 0.1567  0.076
H 3.7337 -1.6171 -1.7941  0.106
H 1.3025 -1.2223 -1.3124  0.152
C -2.4275 -0.3886 1.4005  -0.243
Si -3.0040 0.4283 -0.0988  0.687
C -3.0711 -0.4022 -1.8434  -0.230
C -3.5901 2.2048 -0.3091  -0.249
H -2.3554 0.2011 2.3164  -0.041
H -2.3406 -1.5220 1.3538  -0.004
H -4.0793 -0.6296 -2.2870  0.035
H -2.4918 0.2510 -2.5727  0.041
H -2.4566 -1.2987 -1.6260  0.012
H -4.7606 2.2669 0.0235  0.085
H -3.0742 2.9138 0.3343  0.007
H -3.5401 2.5323 -1.3592  0.016

Results
E_HOMO (alpha / beta), eV: -8.08 / -8.08
Lowest unoccupied orbital energy (alpha / beta), eV: 0.38 / 0.38
SMILES string: O[C@]12C=CC=C[C@H]1O2.C=[Si](C)C
Energy above the lowest of the compared OMol25 structures with the same formula, charge and spin, kJ/mol: 600.15
2S+1: 1

Record 4
C4H10BrPS | ωB97M-V with the def2-TZVPD basis set

Each line ends with the Löwdin charge.
Positions of all 17 atoms, in Å:
C -0.8415 1.3183 0.1983  -0.107
C 0.6393 1.3350 0.6493  -0.260
C 1.6080 1.0554 -0.4777  -0.311
C 1.5717 -0.3436 -0.8795  -0.742
S 2.5196 -1.0919 -1.8897  0.707
H -1.3291 1.5160 1.0354  0.022
H -0.9815 2.0345 -0.5796  0.073
H -1.1470 0.3679 -0.1817  0.026
H 0.5770 0.5038 1.3792  0.101
H 0.7800 2.3842 1.1509  0.144
H 2.6313 1.3362 -0.2777  0.105
H 1.3184 1.7585 -1.3180  0.141
H 0.8161 -1.0869 -0.4075  0.060
P -2.3490 -2.4037 0.0324  0.362
Br -1.8118 -2.3895 2.1704  0.117
H -2.7799 -3.6492 -0.0892  -0.198
H -1.2216 -2.6450 -0.5153  -0.240

Results
E_HOMO, eV: -8.63
Lowest unoccupied orbital energy, eV: -0.06
SMILES string: CCCC=S.PBr
Energy above the lowest of the compared OMol25 structures with the same formula, charge and spin, kJ/mol: 237.25
2S+1: 1

Record 5
H24KrO12 | ωB97M-V with the def2-TZVPD basis set

Each line ends with the Löwdin charge.
Positions of all 37 atoms, in Å:
Kr 5.4534 2.7168 -4.2339  0.334
O 2.6315 0.3456 -5.0288  -0.086
H 3.0461 0.7013 -5.8148  0.003
H 3.3370 -0.1118 -4.5713  -0.031
O 4.1382 0.5174 -1.2022  -0.055
H 5.0440 0.7403 -0.9876  -0.014
H 3.8995 -0.1560 -0.5652  0.039
O 5.6804 4.3072 -0.6626  -0.051
H 5.9648 4.9994 -0.0657  0.053
H 5.5190 4.7568 -1.4921  -0.018
O 5.8578 6.0560 -6.1272  -0.037
H 5.1528 5.8161 -5.5258  0.011
H 5.6439 6.9469 -6.4044  0.063
O 2.8726 5.0383 -4.9989  -0.077
H 2.7732 4.5738 -5.8299  -0.023
H 2.2193 4.6416 -4.4226  0.054
O 7.7297 1.7913 -6.7987  -0.070
H 7.5999 1.6801 -7.7405  0.052
H 7.5872 2.7254 -6.6454  -0.022
O 4.7576 5.8784 -2.6998  -0.055
H 4.2214 6.3030 -2.0301  0.060
H 4.1250 5.5228 -3.3239  -0.005
O 6.6476 1.7617 -1.3144  -0.093
H 7.5978 1.8300 -1.4074  0.049
H 6.3528 2.6642 -1.1932  -0.028
O 2.8837 3.3591 -7.1270  -0.029
H 2.0703 3.3857 -7.6309  0.065
H 3.5372 3.7526 -7.7053  0.060
O 7.3333 -0.7377 -5.8210  -0.050
H 7.5501 0.1246 -6.1756  -0.023
H 7.2862 -1.3078 -6.5885  0.043
O 4.9835 -0.6772 -4.0414  -0.076
H 5.8542 -0.5550 -4.4196  -0.002
H 5.0094 -0.1910 -3.2173  -0.005
O 7.9701 4.3372 -5.9268  -0.075
H 7.2548 4.9295 -6.1588  -0.016
H 8.2278 4.6058 -5.0450  0.053

Results
E_HOMO, eV: -9.94
Lowest unoccupied orbital energy, eV: -0.05
Energy above the lowest of the compared OMol25 structures with the same formula, charge and spin, kJ/mol: 30.33
2S+1: 1

Record 6
C6H9N3O4 | ωB97M-V with the def2-TZVPD basis set

Each line ends with the Löwdin charge.
Positions of all 22 atoms, in Å:
C 0.8801 -2.3290 -1.9064  -0.076
C 1.2358 0.4704 -0.6399  -0.042
C -1.2410 0.5941 0.1583  -0.068
C 0.1171 -1.2802 0.8073  -0.046
C -0.4332 -0.9279 -1.7489  -0.078
C -0.1143 -0.3094 -0.3538  -0.526
N 1.7371 -3.0574 -1.9113  0.135
N -1.6756 -1.6286 -1.9008  -0.320
N -0.1392 -0.0969 -3.0127  -0.346
O -2.1198 -1.8399 -3.0328  0.130
O -2.1525 -2.0783 -0.8610  0.115
O -1.0190 0.6459 -3.4094  0.127
O 0.9665 -0.2739 -3.4943  0.095
H 2.1578 -0.1074 -1.0094  0.117
H 1.0035 1.1472 -1.5898  0.113
H 1.5041 1.1797 0.0976  0.064
H -2.1574 -0.0198 0.3658  0.082
H -0.9755 1.1742 1.1615  0.137
H -1.6545 1.4050 -0.5869  0.118
H 0.3370 -2.3084 0.4886  0.080
H 1.0647 -0.8526 1.3381  0.129
H -0.6856 -1.2279 1.4963  0.062

Results
E_HOMO, eV: -12.00
Lowest unoccupied orbital energy, eV: -2.03
Energy above the lowest of the compared OMol25 structures with the same formula, charge and spin, kJ/mol: 706.35
2S+1: 1

Number 1: calculated total energy -125411.2661 eV. Number 2: calculated total energy -8211.5658 eV. Number 3: calculated total energy -21528.1589 eV. Number 4: calculated total energy -94474.8222 eV. Number 5: calculated total energy -99890.4927 eV. Number 6: calculated total energy -19018.7334 eV.